[1]
85
Properties=species:S:1:pos:R:3 method="wB97M-V/def2-TZVPD" charge=+1 orbital_gap_ev=7.40 homo_energy_ev=-10.9
Ir 0.57943 -0.74373 0.28068
O -3.96282 1.88467 -0.45490
O 0.36403 -0.39386 -3.62229
O 0.69384 5.02137 -1.44617
O 0.89546 5.14252 1.99111
O 0.62410 -2.31336 -1.00451
N 1.22684 0.68636 1.61685
N 1.95801 -4.19872 -3.53082
N 5.27027 -2.63015 -0.89470
N 0.68798 0.66117 -1.11909
N 0.05888 2.58022 -2.27255
N 1.91240 -2.25826 -0.72962
N -0.84182 4.23135 3.11731
N -1.43406 1.62802 -0.82919
C 2.33892 -3.63961 -2.60390
C -2.86146 4.53189 -3.49447
C -2.00939 3.45933 -3.26353
C 1.64005 -0.10304 -3.23847
C -0.48109 4.93479 -2.10261
C 0.25057 -1.30223 -4.72719
C -2.57730 2.50907 3.66952
C -1.33976 3.27738 4.11131
C -3.41462 0.82214 0.19830
C 1.81689 0.51803 -1.97872
C 1.10783 6.31829 -1.03852
C 3.07590 0.84590 -1.51919
C -2.28495 5.43128 1.48161
C -5.35236 2.12982 -0.26984
C 2.76779 -2.88874 -1.46179
C -1.32324 6.00585 -2.35725
C -1.33226 -0.35319 0.61696
C 2.39567 2.73958 3.08160
C 1.11940 2.88021 2.55299
C 0.38606 4.19554 2.56162
C 3.05096 1.53312 2.90630
C -4.09496 -0.04433 1.03514
C 4.03240 -0.02709 -3.52361
C 4.20431 0.56892 -2.29755
C -3.38649 -1.05345 1.68073
C -0.22354 1.59124 -1.40258
C -2.02809 -1.20521 1.47929
C -1.63850 5.43702 2.86663
C 4.15738 -2.75972 -1.14369
C -2.51244 5.79326 -3.04490
C 2.44375 0.53842 2.16327
C 0.57649 1.83158 1.83836
C -0.83439 3.65001 -2.55818
C -2.03647 0.65814 -0.00712
C 2.76335 -0.36342 -4.00879
H -0.80562 -1.51010 -4.86653
H 2.67913 -0.84255 -4.97042
H 0.79708 -2.23433 -4.57009
H 1.22889 6.97680 -1.90236
H -0.41133 1.92485 1.40390
H 4.03525 1.36294 3.31790
H -5.57969 3.01775 -0.85198
H -2.04125 2.38664 -1.11348
H -2.96833 4.58731 1.37420
H -0.98863 6.30380 2.97399
H -5.94830 1.29096 -0.63212
H -1.55560 3.83732 5.02412
H 4.89450 -0.25181 -4.13805
H -1.06481 7.00004 -2.02428
H -3.91300 -1.73144 2.33912
H -1.50600 -2.01611 1.97933
H -3.40141 3.18670 3.43837
H -2.37138 1.91588 2.78042
H 0.62755 -0.80293 -5.62134
H -2.90969 1.83389 4.45630
H 5.19413 0.81176 -1.94026
H -5.57656 2.31459 0.78220
H -2.40038 5.49000 3.64511
H -3.78187 4.37843 -4.03964
H -2.25457 2.47014 -3.63248
H -1.51165 5.35940 0.71294
H 2.06299 6.18383 -0.54206
H 2.94972 -0.39964 1.97075
H -5.15594 0.06112 1.20128
H 1.03685 2.72832 -2.47243
H 0.39306 6.76356 -0.34388
H 2.85754 3.56193 3.61189
H -3.16408 6.63508 -3.23637
H -2.84861 6.34982 1.32454
H -0.54067 2.57995 4.36114
H 3.15941 1.30646 -0.54323



[2]
99
Properties=species:S:1:pos:R:3 method="wB97M-V/def2-TZVPD" charge=-2 orbital_gap_ev=3.32 homo_energy_ev=-0.6
Bi -1.05993 -1.24613 -2.19552
Te -5.53175 -0.32066 -1.78203
Sb 1.62856 1.24633 0.76718
P 0.77748 -3.37504 -0.41216
P -0.38187 -4.40915 -2.99195
F -1.67254 3.83287 -1.82108
F -3.51999 2.35985 -1.93218
F -2.53203 2.83742 0.19090
F -1.25518 1.62405 -1.39749
O -0.41577 -2.98447 -3.52737
O -4.53286 0.00574 -4.61114
O -1.62586 -3.57659 2.28533
O 1.91451 -3.23320 -1.64784
O -1.96248 -3.55130 -1.27111
O -1.60604 4.32836 -4.52010
O 1.09008 -0.57270 -2.74658
O 0.99741 -5.15338 -3.33261
O -1.29434 -5.43280 -3.80366
O 1.41149 -3.99670 0.79329
O 0.16547 -2.00170 -0.37055
O -3.43952 -0.51166 -2.76042
O 2.13980 1.40399 -2.91185
N -1.05028 0.25813 -4.11759
N -4.22078 -5.49167 2.69580
N -1.48766 -3.66098 3.64521
N -2.70069 -4.08515 6.69444
C -3.51803 -4.90407 3.38139
C 5.67891 -0.85989 0.86563
C 3.55805 5.24814 1.38997
C -0.46721 3.77615 2.28774
C -2.25752 0.82831 -4.35117
C -1.37195 2.97682 -4.61284
C 2.45360 5.19159 -0.70167
C 2.56621 3.20526 0.63494
C -1.08468 -5.75181 -0.62131
C -5.89560 -2.40552 -1.32136
C 2.12621 3.80506 -0.50347
C -1.34056 1.13295 4.83691
C -2.50067 -4.25956 4.14493
C -3.48051 0.02256 -3.97832
C 1.21706 0.62620 -3.20261
C 3.10929 -1.23477 1.64227
C -1.34284 2.26462 4.07332
C -5.03137 0.39407 0.16743
C 4.74445 0.10643 0.56430
C 0.25046 1.31070 2.52629
C 5.34861 -2.04365 1.53524
C 5.15054 1.27278 -0.30139
C 3.18305 5.87900 0.23896
C -0.53321 2.39824 2.89204
C -0.48000 0.07091 4.48879
C 0.20192 0.11960 3.26749
C -2.44407 2.11216 -4.84252
C 3.46318 -0.00304 1.06803
C 4.03178 3.25800 2.81453
C -2.60377 -4.26990 5.56061
C -0.09537 2.47284 -4.27625
C 4.03105 -2.24861 1.95252
C 3.34007 3.88396 1.60553
C 0.04544 1.10522 -4.03675
C -0.88820 -4.38983 -1.27757
B -2.30296 2.67062 -1.19507
H -2.10863 -5.87465 -0.23723
H -5.80222 1.13367 0.49598
H 6.13389 1.13487 -0.75782
H 1.69119 -4.63155 -2.87609
H -0.75299 -3.22718 2.02471
H -5.03610 -0.49423 0.77651
H -1.20754 4.35946 2.81838
H 3.37888 6.91254 0.10584
H -2.00399 3.07903 4.33930
H -0.80283 3.73502 1.24310
H 4.45117 2.25673 2.66967
H 2.07048 -1.48278 1.76466
H 2.16890 5.65004 -1.65242
H 3.32690 3.17719 3.67419
H 3.74269 -3.16638 2.47378
H 0.58238 -0.79862 2.87313
H -3.39966 2.42566 -5.33723
H -0.83276 -6.58486 -1.31720
H 4.42359 1.48869 -1.11272
H 4.81932 3.94004 3.15213
H 4.08042 5.79720 2.17393
H 0.78007 3.08917 -4.28436
H 6.12278 -2.80962 1.65024
H 1.70249 3.21391 -1.31373
H -0.43435 -5.87015 0.29007
H -2.20478 -5.22022 -3.84571
H 5.24323 2.19675 0.30180
H 0.51697 4.26072 2.28948
H 1.89152 -2.30313 -1.98543
H -5.84118 -2.50078 -0.22313
H -4.05127 0.81552 0.09332
H -2.02800 1.02633 5.66316
H 6.72901 -0.70003 0.49369
H -5.11334 -3.00140 -1.83797
H -6.84900 -2.74204 -1.70821
H -0.37618 -0.85922 5.03576
H -1.70767 4.51929 -3.54907



[3]
87
Properties=species:S:1:pos:R:3 method="wB97M-V/def2-TZVPD" spin_multiplicity=2 charge=+1 orbital_gap_ev="9.02 / 5.95" homo_energy_ev="-11.1 / -11.3"
Cd -0.09535 0.39808 -0.17445
Si -1.14605 2.82108 0.27393
N 0.45661 0.79457 2.45400
N -0.16977 0.85887 -2.52540
N 2.21728 1.98399 2.73968
N -0.53757 -1.64626 -1.04332
N 1.41656 1.52214 1.87526
N 1.80985 1.58103 3.93543
N 2.31541 -1.79987 -3.54097
N 1.97276 -0.61301 -0.11413
N 0.26575 -1.94972 -2.07697
N 0.74216 0.16739 -3.23144
N 3.02737 -1.16439 -4.48903
N 2.33780 -0.59910 -1.40867
C -1.54207 -2.51568 -1.04486
C -0.68929 3.57027 1.95988
C 3.66476 -0.40714 -1.50512
C -0.07859 5.31778 -2.90257
C 0.33779 4.50658 2.07704
C 2.47368 -0.45417 6.04639
C 3.81470 -3.24952 -4.26901
C -5.04440 1.47556 -0.47490
C -3.66476 1.54388 -0.38344
C -1.39122 3.19803 3.10628
C -1.09490 3.76646 4.33088
C -5.81925 2.55620 -0.08338
C -1.40334 -3.40167 -2.11044
C -0.24628 -2.99834 -2.74185
C 1.15595 3.40603 -1.32244
C -3.04137 2.68566 0.11823
C 4.18255 -0.30016 -0.23130
C 0.73813 0.57557 -4.50742
C -0.20797 1.57189 -4.63869
C 1.85991 4.01560 -2.34435
C 2.79275 -3.06096 -3.37641
C -0.75478 1.70580 -3.36553
C -0.08701 4.71457 4.42897
C 2.49281 1.93302 5.14964
C 3.07777 -0.44890 0.60458
C 0.63402 5.07748 3.30170
C 3.91796 -2.02129 -4.93914
C 0.69825 0.84514 3.74346
C 1.24193 4.97145 -3.13676
C -0.18152 3.73424 -1.08968
C 3.32098 0.78495 5.76547
C -3.83444 3.76103 0.51768
C 4.53194 0.43850 4.90440
C -5.21150 3.70181 0.40438
C -0.78847 4.70188 -1.88616
B 1.42231 -1.05000 -2.58347
H -6.89455 2.49446 -0.13531
H 5.10014 -0.35647 5.38062
H 3.68231 1.17236 6.72316
H -1.53565 2.36476 -3.03967
H 3.15587 2.76396 4.90022
H -1.65005 3.47749 5.21137
H 3.05333 -1.16521 6.62942
H 4.60457 -1.74133 -5.71151
H 0.90422 4.79033 1.20208
H -0.45913 2.12122 -5.52319
H -0.56139 6.06201 -3.51692
H -5.81759 4.54410 0.70014
H 5.20139 -0.14043 0.05232
H 1.74222 2.27550 5.86701
H 2.17591 -0.95112 5.12437
H -5.51441 0.57923 -0.85416
H 2.38412 -3.72180 -2.63915
H 0.10943 0.39597 4.51348
H 1.58337 -0.20108 6.61990
H -2.30802 -2.48677 -0.28821
H 2.88647 3.73519 -2.52961
H 4.39665 -4.13299 -4.42011
H 1.64422 2.66156 -0.69523
H 1.42439 5.81093 3.37120
H -2.05082 -4.20917 -2.38363
H 0.13175 5.17840 5.37905
H 0.22405 -3.39481 -3.61788
H -3.36739 4.64347 0.92418
H 3.05045 -0.50099 1.67836
H 4.23391 0.09781 3.91594
H 1.40984 0.14331 -5.22251
H 4.15701 -0.35315 -2.45682
H 5.18008 1.30243 4.78248
H -2.17341 2.45525 3.03535
H 1.79203 5.44263 -3.93645
H -1.82065 4.97161 -1.71438
H -3.05603 0.69673 -0.69747



It is found that the energy above the lowest of the compared OMol25 structures with the same formula, charge and spin values, taken in the order of the records, are 13.7 89.0 10.6 kcal per mole.